Here is a 2-piece molecular cluster, C4H5ClFP overall from OMol25. Energies are from ωB97M-V/def2-TZVPD.

The SMILES is C=CP(F)Cl.C#C. The value obtained for the HOMO energy is -0.35962 Eh. Its total charge is 0. As for the strongest force on any atom: 3.49 eV/Å. As for the calculated total energy: -1056.75085 Ha. The value obtained for the gap between HOMO and LUMO is 10.07 eV. The energy above the lowest of the compared OMol25 structures with the same formula, charge and spin is 0.9484 eV.

```
12
Properties=species:S:1:pos:R:3:forces:R:3
C 0.1669 1.2960 -1.2035 0.76 1.24 0.71
C -0.6287 1.1197 -0.1665 0.69 0.72 2.46
P -2.3126 0.3212 -0.2651 0.76 0.43 0.96
F -2.7516 0.6474 1.2581 -0.06 0.36 -0.55
Cl -1.9021 -1.6469 0.1422 0.22 -0.14 -0.30
H 1.1184 1.8662 -1.1360 -0.72 -0.64 0.08
H -0.1259 1.0042 -2.1582 -0.36 -0.61 -1.70
H -0.1911 1.5675 0.8347 -1.43 -1.23 -1.72
C 1.6358 -1.3592 0.0983 -0.01 -0.98 3.03
C 1.6931 -1.6923 1.2577 0.09 1.00 -3.35
H 1.3485 -1.1444 -0.8549 -0.29 0.51 -1.95
H 1.9492 -1.9794 2.1933 0.37 -0.66 2.33
```
Positions in Å, forces in eV/Å.